Record 1
Here is C41H33KN3O4PS as an isolated structure at a distorted geometry from the Open Molecules 2025 dataset. Energies are from ωB97M-V/def2-TZVPD.

Properties
- Total charge: -2
- HOMO: -1.26 eV
- E_LUMO: 4.05 eV
- 2S+1: 1

Each line ends with the Löwdin charge.
Cartesian coordinates (Å):
K -1.06 -0.17 0.16  0.733
C 0.57 -4.70 -0.48  -0.041
C -0.40 -4.27 0.59  -0.271
C -1.77 -4.22 0.33  -0.061
C -2.66 -3.82 1.32  -0.087
C -2.20 -3.50 2.59  -0.103
C -0.84 -3.56 2.86  -0.103
C 0.05 -3.93 1.86  -0.052
H 0.09 -4.79 -1.44  0.042
H 1.03 -5.66 -0.22  0.077
H 1.37 -3.96 -0.57  0.068
H -2.14 -4.47 -0.65  0.081
H -3.72 -3.77 1.09  0.099
H -2.90 -3.18 3.35  0.094
H -0.47 -3.30 3.84  0.089
H 1.11 -3.94 2.07  0.105
C 4.09 -2.76 -0.74  -0.125
C 3.88 -2.58 0.62  -0.109
C 3.20 -1.47 1.09  -0.098
C 2.75 -0.49 0.20  -0.372
C 2.96 -0.68 -1.16  -0.106
C 3.62 -1.81 -1.64  -0.100
P 1.97 1.11 0.68  1.073
C 3.51 2.15 0.66  -0.363
C 4.76 1.70 1.10  -0.088
C 5.85 2.55 1.13  -0.105
C 5.73 3.88 0.72  -0.123
C 4.49 4.34 0.30  -0.113
C 3.39 3.49 0.28  -0.111
C 1.66 0.91 2.46  -0.479
C 2.17 1.73 3.46  -0.125
C 1.72 1.54 4.76  -0.150
C 0.78 0.54 5.01  -0.149
C 0.29 -0.25 3.98  -0.173
C 0.69 -0.10 2.64  -0.179
H 4.59 -3.65 -1.11  0.089
H 4.24 -3.33 1.32  0.093
H 3.02 -1.35 2.15  0.101
H 2.58 0.06 -1.86  0.097
H 3.74 -1.96 -2.70  0.094
H 4.86 0.68 1.43  0.100
H 6.81 2.18 1.47  0.091
H 6.58 4.54 0.74  0.086
H 4.38 5.38 0.00  0.090
H 2.42 3.86 -0.04  0.095
H 2.89 2.51 3.24  0.084
H 2.09 2.16 5.57  0.075
H 0.41 0.41 6.03  0.075
H -0.47 -0.99 4.23  0.056
O -2.00 1.35 1.61  -0.235
C -2.51 2.46 1.88  -0.405
C -2.24 3.15 3.11  -0.022
C -2.79 4.38 3.41  -0.143
C -3.65 5.03 2.51  -0.168
C -3.93 4.41 1.31  -0.104
C -3.39 3.16 0.97  -0.107
C -3.67 2.57 -0.33  -0.293
N -3.80 1.30 -0.64  0.107
C -4.03 1.25 -1.99  -0.165
C -4.04 2.50 -2.53  -0.128
N -3.81 3.34 -1.46  0.082
H -1.57 2.66 3.80  0.100
H -2.55 4.86 4.36  0.083
H -4.09 5.98 2.76  0.066
H -4.61 4.89 0.61  0.090
H -4.18 0.30 -2.50  0.094
H -4.18 2.87 -3.53  0.085
H -3.69 4.33 -1.50  0.134
O -3.17 -3.79 -2.90  -0.333
S -1.84 -3.31 -3.23  0.610
O -0.90 -4.35 -3.59  -0.336
N -1.25 -2.30 -2.14  -0.032
C -0.97 -1.10 -2.66  -0.565
O -0.45 -0.16 -2.07  -0.145
C -1.37 -0.98 -4.11  -0.134
C -1.24 0.13 -4.92  -0.008
C -1.66 0.03 -6.24  -0.090
C -2.21 -1.16 -6.73  -0.097
C -2.34 -2.26 -5.90  -0.052
C -1.92 -2.15 -4.60  -0.205
H -0.82 1.04 -4.52  0.119
H -1.57 0.88 -6.91  0.093
H -2.54 -1.21 -7.76  0.091
H -2.76 -3.19 -6.27  0.112

***

Record 2
Here is a 2-piece molecular cluster, C6H14N2O2 overall at a distorted geometry from the Open Molecules 2025 dataset. Energies are from ωB97M-V/def2-TZVPD.

Properties
- HOMO: -8.88 eV
- E_LUMO: 0.50 eV
- 2S+1: 1

Each line ends with the natural charge from an NBO analysis.
Cartesian coordinates (Å):
C -1.15 -0.87 1.48  -0.454
N -1.30 -1.51 0.19  -0.619
C -1.76 -0.70 -0.85  0.680
C -2.15 -1.36 -2.14  -0.715
O -1.43 0.48 -0.82  -0.624
H -0.26 -0.53 2.01  0.232
H -2.06 -0.22 1.70  0.208
H -1.42 -1.68 2.20  0.203
H -1.71 -2.42 0.21  0.386
H -3.21 -1.71 -2.03  0.229
H -2.09 -0.67 -2.98  0.253
H -1.62 -2.28 -2.36  0.237
C 1.13 2.95 0.31  -0.424
N 1.20 1.53 0.11  -0.643
C 2.23 0.71 0.51  0.677
C 2.24 -0.73 0.01  -0.711
O 3.11 1.13 1.23  -0.633
H 0.12 3.23 0.06  0.212
H 1.07 3.16 1.39  0.186
H 2.00 3.57 -0.01  0.215
H 0.30 1.14 -0.13  0.423
H 1.24 -1.13 -0.08  0.217
H 2.80 -0.85 -0.89  0.234
H 2.73 -1.22 0.85  0.232

***

Record 3
Here is an isolated molecule of C3H7NO2 at a distorted geometry from the Open Molecules 2025 dataset. Energies are from ωB97M-V/def2-TZVPD.

Properties
- HOMO: -9.74 eV
- E_LUMO: 0.83 eV
- 2S+1: 1

Each line ends with the natural charge from an NBO analysis.
Cartesian coordinates (Å):
C 0.93 -0.80 0.87  -0.638
C 0.84 0.69 0.44  -0.215
N 0.02 0.85 -0.75  -0.672
C -1.26 0.34 -0.60  0.887
O -1.99 0.46 0.33  -0.619
O -1.57 -0.44 -1.67  -0.715
H 1.78 -0.94 1.53  0.213
H 0.11 -1.08 1.53  0.223
H 1.05 -1.38 -0.03  0.212
H 0.38 1.27 1.25  0.212
H 1.83 1.12 0.33  0.206
H 0.25 0.84 -1.73  0.406
H -2.39 -0.92 -1.50  0.498

***

Record 4
Here is C16H29IrO as an isolated structure at a distorted geometry from the Open Molecules 2025 dataset. Energies are from ωB97M-V/def2-TZVPD.

Properties
- Total charge: +2
- HOMO (alpha / beta): -13.70 / -16.92 eV
- <S²>: 6.010
- E_LUMO (alpha / beta): -6.37 / -11.17 eV
- 2S+1: 5

Each line ends with the natural charge from an NBO analysis.
Cartesian coordinates (Å):
C 0.57 1.90 -0.08  -0.553
H 0.96 2.20 0.90  0.272
H 1.43 2.05 -0.76  0.263
H 1.78 0.09 0.57  0.030
C -0.52 2.91 -0.49  -0.427
H -1.27 2.40 -1.12  0.204
H -1.03 3.20 0.43  0.232
C 0.03 4.14 -1.20  -0.609
H -0.78 4.79 -1.53  0.251
H 0.67 4.72 -0.53  0.230
H 0.62 3.88 -2.08  0.207
C -0.81 -1.96 -0.67  -0.038
C -1.21 -0.92 -1.58  0.120
C -0.03 -0.31 -2.12  -0.030
C 1.13 -0.99 -1.57  -0.060
C 0.63 -2.03 -0.67  0.058
C 1.45 -3.02 0.07  -0.664
C 2.55 -0.76 -1.93  -0.646
C 0.02 0.73 -3.19  -0.662
C -2.62 -0.58 -1.92  -0.686
C -1.73 -2.87 0.07  -0.659
Ir 0.24 -0.03 0.03  1.102
H 3.18 -1.04 -1.09  0.249
H 2.85 -1.34 -2.80  0.278
H 2.71 0.30 -2.14  0.241
H 2.46 -2.62 0.23  0.255
H 0.99 -3.22 1.04  0.251
H 1.52 -3.97 -0.47  0.291
H -2.68 -2.37 0.27  0.255
H -1.93 -3.78 -0.51  0.283
H -1.27 -3.17 1.02  0.248
H -2.70 0.43 -2.34  0.249
H -3.03 -1.29 -2.65  0.283
H -3.25 -0.63 -1.02  0.254
H 0.85 1.41 -3.04  0.244
H 0.14 0.26 -4.18  0.285
H -0.91 1.30 -3.21  0.252
C 1.02 -0.67 4.07  -0.740
C -0.16 0.00 3.41  0.701
C -1.15 0.73 4.29  -0.730
O -0.43 -0.09 2.20  -0.668
H 0.89 -0.56 5.15  0.260
H 1.97 -0.20 3.79  0.272
H 1.05 -1.73 3.82  0.261
H -1.14 1.80 4.06  0.270
H -2.15 0.33 4.10  0.270
H -0.93 0.61 5.35  0.251

***

E_tot
In order: -92163.6720, -13523.9845, -8809.9203, -21926.9472
Unit: eV